No. 1
DFT (wB97M-V/def2-TZVPD) results for an isolated ion of composition C4H10N3O and charge +1 at a distorted geometry.

Computed properties:
LUMO energy ... -3.92 eV
HOMO-LUMO gap ... 10.5713 eV
Structure (SMILES) ... CC(=O)N1CNC[NH2+]1

ORCA input file:
```
! RIJCOSX wB97M-V def2-TZVPD def2/J DEFGRID3
* xyz 1 1
C -0.246 -0.603 -1.462
C 1.454 0.795 -0.189
C 0.678 0.664 1.911
C -1.683 -1.119 -1.585
N 1.798 0.392 1.114
N 0.089 0.206 -0.365
N -0.552 0.347 0.838
O 0.665 -0.855 -2.244
H 1.129 1.884 -0.202
H 1.956 0.387 -1.202
H 0.473 -0.069 2.653
H 0.458 1.708 2.043
H -2.376 -0.467 -1.105
H -1.910 -2.031 -1.069
H -1.708 -1.461 -2.617
H 2.111 -0.506 1.342
H -1.178 -0.502 1.194
H -1.158 1.231 0.944
*
```

natural (NBO) population analysis, charges in e, atoms 1 to 8: 0.692, -0.097, -0.005, -0.741, -0.581, -0.334, -0.406, -0.544

***

No. 2
DFT (wB97M-V/def2-TZVPD) results for one molecule with the formula C4H8N2OS at a distorted geometry.

Computed properties:
LUMO energy (spin up / spin down) ... 0.71 / -2.18 eV
HOMO-LUMO gap (spin up / spin down) ... 6.5524 / 6.4766 eV
<S²> ... 2.0238

ORCA input file:
```
! RIJCOSX wB97M-V def2-TZVPD def2/J DEFGRID3
* xyz 0 3
C -0.819 0.038 0.028
C -0.213 0.405 -1.106
C 0.007 -1.934 2.933
C 0.658 1.725 -3.239
N -0.367 -1.009 0.793
N -0.241 -0.765 2.025
O -0.321 0.382 2.498
S -0.854 1.658 -2.178
H -1.718 0.391 0.414
H 0.732 0.005 -1.216
H -0.756 -1.892 3.608
H -0.009 -2.737 2.171
H 0.951 -1.546 3.440
H 1.098 0.781 -3.380
H 1.512 2.085 -2.663
H 0.339 2.412 -4.128
*
```

natural (NBO) population analysis, charges in e, atoms 1 to 8: -0.023, -0.336, -0.443, -0.737, -0.269, 0.148, -0.412, 0.319

***

Computed ΔE to the lowest compared entry with this formula, charge and spin, in the same sequence as the records: 64.6; 92.0 kcal per mole.